[1]
73
Properties=species:S:1:pos:R:3:lowdin_charge:R:1 method="wB97M-V/def2-TZVPD" charge=-1 e_tot_ha=-2983.5603 e_homo_ev="-4.56 / -4.19"
Pd 1.947 1.572 -0.275 0.479
S 3.549 3.216 -0.566 0.464
S 4.071 4.242 -3.312 0.413
S 2.159 2.016 -2.700 0.474
O 0.463 0.396 2.020 -0.006
O 0.308 0.151 -0.220 -0.184
O 6.516 -2.570 3.409 0.060
O 0.101 3.152 0.093 -0.046
N 3.473 -0.175 0.270 0.028
N -1.418 -1.441 -1.203 0.105
N -2.029 3.222 0.809 -0.082
N -0.290 3.528 2.362 -0.083
N 5.069 -4.204 2.892 0.163
C -0.029 -0.119 1.003 -0.585
C -2.054 -1.672 -2.429 -0.177
C 1.114 3.570 2.734 -0.042
C -1.243 -1.639 -3.590 -0.153
C -1.832 -1.798 -4.846 -0.237
C -3.208 -2.002 -4.945 -0.077
C 0.238 -1.415 -3.428 -0.026
C 5.325 -0.758 1.652 0.013
C -1.237 3.404 3.454 -0.170
C -2.639 -2.866 0.378 -0.038
C 5.536 -2.926 2.790 -0.504
C -2.555 4.039 3.056 -0.163
C -2.936 -3.207 1.686 -0.108
C -3.439 -1.839 -2.559 -0.042
C -0.679 3.304 1.049 -0.446
C -3.068 3.343 1.816 -0.178
C 4.780 -2.008 1.906 -0.140
C 3.562 -2.314 1.315 0.000
C -4.002 -2.016 -3.811 -0.103
C -2.356 -2.528 2.749 -0.112
C -1.748 -1.815 0.085 -0.165
C 2.951 -1.372 0.511 -0.111
C -2.469 2.899 -0.536 -0.033
C -1.109 -1.164 1.175 -0.063
C -1.438 -1.528 2.476 -0.040
C 3.322 3.200 -2.285 -1.901
C -1.006 -1.755 -6.109 -0.059
C 4.643 0.122 0.833 -0.112
H 4.400 -4.569 2.236 0.085
H -0.431 -0.828 -6.180 0.085
H -0.659 -0.777 -1.196 0.066
H -2.599 -2.792 3.774 0.091
H -0.929 -0.999 3.272 0.109
H 0.646 -2.090 -2.672 0.088
H 1.432 2.628 3.183 0.086
H 5.641 -4.856 3.400 0.106
H 1.274 4.391 3.439 0.086
H -2.387 5.098 2.846 0.119
H -0.292 -2.584 -6.150 0.082
H -3.448 2.349 2.081 0.124
H 1.998 -1.571 0.038 0.106
H 0.781 -1.574 -4.358 0.068
H -5.076 -2.143 -3.902 0.095
H -1.616 2.562 -1.115 0.085
H -0.818 3.913 4.320 0.115
H -2.912 3.772 -1.030 0.089
H -3.219 2.103 -0.500 0.088
H 1.702 3.752 1.871 0.042
H -3.074 -3.434 -0.426 0.096
H -3.289 3.960 3.862 0.113
H -3.659 -2.131 -5.926 0.099
H 5.034 1.101 0.602 0.070
H -1.650 -1.823 -6.987 0.068
H -4.070 -1.790 -1.686 0.100
H 3.050 -3.256 1.487 0.108
H -1.381 2.351 3.734 0.129
H -3.904 3.899 1.387 0.117
H 6.274 -0.489 2.100 0.119
H 0.461 -0.398 -3.089 0.055
H -3.626 -4.021 1.873 0.095

***

[2]
72
Properties=species:S:1:pos:R:3:lowdin_charge:R:1 method="wB97M-V/def2-TZVPD" e_tot_ha=-5176.4180 e_homo_ev=-7.58
Ir -1.225 -0.234 0.712 1.027
As -0.845 2.014 1.429 1.153
Cl -2.908 -2.562 -6.028 0.656
Cl -2.049 2.050 -3.398 0.724
S -3.255 -0.029 1.873 0.733
O 1.075 0.287 -0.072 -0.094
O -1.979 0.402 -1.058 -0.273
O -0.552 -0.856 2.572 -0.297
O -2.217 -2.211 0.213 -0.110
O 0.279 -1.648 -0.700 -0.022
N -1.517 -1.480 3.266 -0.182
C 3.484 -1.014 -3.689 -0.010
C -2.252 0.329 -3.363 -0.580
C -2.309 -2.571 -0.956 -0.176
C -2.328 -1.739 -2.136 -0.129
C 4.710 -1.668 -1.746 -0.012
C -2.000 -3.017 4.992 -0.047
C 1.058 -0.350 -3.555 -0.018
C -2.167 -0.329 -2.103 -0.369
C -2.169 3.098 0.502 -0.386
C -3.755 -1.791 3.926 -0.071
C 1.184 -0.788 -0.717 -0.628
C 3.640 -1.694 0.539 -0.025
C 5.885 -1.709 -3.975 -0.057
C -2.820 -1.163 3.092 -0.602
C 1.978 2.289 1.939 -0.152
C -1.105 -2.390 4.172 -0.004
C -2.624 -1.728 -4.529 -0.672
C 3.591 -1.457 -0.947 -0.203
C 0.862 2.864 1.071 -0.385
C 4.674 -1.452 -3.117 -0.271
C -3.355 -2.704 4.869 -0.057
C -2.036 4.613 0.606 -0.146
C 2.346 -0.799 -2.923 -0.193
C -2.546 -2.414 -3.349 -0.063
C -2.478 -0.340 -4.536 -0.123
C -1.089 2.288 3.341 -0.391
C -0.790 3.695 3.851 -0.148
C 2.413 -1.024 -1.548 -0.064
H -2.539 0.208 -5.467 0.110
H 2.060 1.214 1.783 0.046
H -1.645 -3.743 5.708 0.111
H -0.038 -2.548 4.179 0.143
H -1.576 4.399 3.578 0.056
H -2.727 5.088 -0.092 0.073
H -4.795 -1.537 3.786 0.112
H 3.358 -0.792 1.084 0.073
H 5.633 -2.002 -1.284 0.111
H 1.800 2.474 2.999 0.059
H 0.634 0.505 -3.023 0.078
H 6.046 -0.896 -4.684 0.076
H 6.783 -1.815 -3.367 0.071
H -2.273 4.983 1.603 0.054
H 2.938 -2.479 0.829 0.090
H -3.137 2.760 0.876 0.056
H -2.108 2.767 -0.535 0.029
H -2.661 -3.491 -3.337 0.116
H 2.933 2.745 1.677 0.078
H -0.444 1.549 3.819 0.064
H 5.764 -2.627 -4.553 0.080
H 3.442 -0.832 -4.758 0.116
H 0.316 -1.152 -3.521 0.085
H 1.068 2.692 0.017 0.071
H 0.746 3.937 1.235 0.059
H 1.210 -0.066 -4.596 0.085
H 4.639 -1.993 0.854 0.075
H -1.033 4.954 0.350 0.061
H -2.116 1.997 3.561 0.045
H -4.088 -3.188 5.500 0.113
H -0.725 3.685 4.940 0.074
H -2.432 -3.647 -1.149 0.139
H 0.155 4.085 3.473 0.057

***

[3]
82
Properties=species:S:1:pos:R:3:lowdin_charge:R:1 method="wB97M-V/def2-TZVPD" e_tot_ha=-3871.3838 e_homo_ev=-7.35
Hf 0.380 0.399 -0.773 1.564
Cl -2.721 4.517 -0.147 0.601
Cl -0.001 5.487 -0.462 0.647
S 2.747 0.696 -1.872 0.636
S 1.814 -0.460 1.656 0.610
O -3.117 -0.935 -0.514 0.035
O -1.313 1.928 -0.134 -0.078
O 1.654 -1.148 0.362 -0.408
O 1.235 -1.137 2.790 -0.290
O -0.752 0.832 -2.434 -0.199
O -1.007 -0.870 0.135 -0.115
O 0.594 2.597 -0.978 -0.151
N -1.525 0.111 2.530 0.081
N -5.859 2.433 0.491 0.211
N 4.259 -1.457 -2.270 0.070
N 0.439 3.044 1.931 0.130
N 2.030 -1.884 -2.368 -0.007
N 0.774 -1.289 -2.298 -0.135
N 1.224 0.963 1.294 -0.197
N -4.485 1.649 -1.204 0.223
N -5.291 0.184 0.333 0.074
C -3.524 -1.416 -4.497 -0.097
C 6.263 -0.162 2.513 -0.267
C -1.134 4.210 -0.904 -0.965
C -2.680 -0.258 1.743 -0.301
C 1.063 1.931 2.300 -0.353
C 4.299 0.635 1.345 -0.057
C 4.112 -1.188 2.920 -0.044
C 5.475 -1.104 3.164 -0.032
C 0.668 3.920 4.146 -0.080
C 0.253 4.004 2.831 -0.144
C 1.545 1.759 3.606 -0.023
C 3.537 -0.323 2.002 -0.282
C -1.612 0.117 -3.117 -0.338
C 1.336 2.764 4.527 -0.071
C -5.024 -1.530 1.966 -0.173
C -5.787 -0.252 1.633 -0.169
C -2.372 -2.005 -4.012 -0.039
C -2.256 -0.712 0.351 -0.521
C -3.598 -1.278 2.469 -0.126
C -3.689 -0.040 -4.350 -0.089
C 2.973 -1.014 -2.174 -0.856
C -0.123 -1.853 -3.022 -0.048
C -5.209 1.417 -0.108 -0.447
C 5.655 0.708 1.609 -0.027
C -2.742 0.721 -3.690 -0.044
C -1.412 -1.264 -3.325 -0.149
C -0.579 2.824 -0.595 -0.791
C 7.738 -0.067 2.781 -0.049
H -4.164 2.585 -1.394 0.071
H 8.308 -0.095 1.852 0.082
H -6.283 2.281 1.388 0.105
H 1.699 2.641 5.540 0.106
H -3.245 0.663 1.563 0.138
H -4.555 -0.454 -0.060 0.088
H 4.983 -0.872 -1.895 0.069
H 2.057 0.859 3.911 0.094
H -2.194 -3.062 -4.172 0.113
H -3.865 0.910 -1.526 0.087
H -6.865 -0.425 1.595 0.123
H 0.158 -2.775 -3.530 0.133
H -3.071 -2.232 2.550 0.127
H -0.252 4.894 2.469 0.084
H 7.981 0.871 3.283 0.085
H 8.079 -0.885 3.414 0.074
H -3.672 -0.892 3.492 0.113
H -1.269 4.266 -1.982 0.077
H -5.566 -2.080 2.737 0.115
H 3.497 -1.915 3.430 0.114
H 3.833 1.300 0.630 0.074
H -5.627 3.381 0.250 0.102
H -1.796 0.443 3.447 0.091
H 0.486 4.731 4.836 0.095
H -2.845 1.796 -3.594 0.110
H -5.026 -2.163 1.077 0.118
H 5.932 -1.785 3.870 0.112
H -5.587 0.504 2.404 0.121
H 4.400 -2.453 -2.274 0.092
H -4.564 0.443 -4.767 0.102
H 6.254 1.453 1.099 0.119
H -4.265 -2.006 -5.017 0.095
H -0.860 -0.646 2.637 0.055